ORCA calculation (ωB97M-V with the def2-TZVPD basis set) on C11H26LaN4O7S as an isolated structure.

```
50
Properties=species:S:1:pos:R:3:forces:R:3:mulliken_charge:R:1
O -3.296 2.311 -0.166 -0.5 -2.3 0.4 -0.73
H -4.247 2.092 -0.056 1.1 0.9 -0.5 0.20
La -1.430 0.667 -0.013 -0.6 0.9 6.2 1.72
N -0.126 -1.893 -0.343 1.7 0.1 -0.8 0.80
N -2.418 -1.590 0.743 -1.3 0.9 2.7 0.36
N 1.122 1.168 -0.543 1.0 3.0 -0.7 0.43
N -0.715 3.006 -0.413 2.6 2.4 -1.1 0.30
O 1.031 -1.998 -0.946 -2.7 -0.5 1.5 -0.81
O 2.136 0.252 -0.476 -0.5 -1.8 -0.4 -0.76
O -1.666 3.954 -0.486 0.2 -1.5 -0.8 -0.65
O -3.123 -1.158 1.730 1.4 -1.2 -2.5 -0.44
C -1.985 -2.889 0.729 1.2 0.3 -0.6 0.20
C -0.726 -3.043 0.077 -0.8 -0.6 -0.2 0.07
C 1.543 2.423 -0.789 -0.3 -3.4 0.5 -0.02
C 0.523 3.433 -0.714 -3.3 -0.4 0.7 0.58
C -0.129 -4.386 -0.163 0.2 -0.2 0.0 -1.50
H 0.103 -4.907 0.772 -0.1 0.1 0.0 0.36
H 0.790 -4.296 -0.739 -0.1 0.0 0.1 0.39
H -0.806 -5.039 -0.724 -0.1 0.2 0.1 0.38
C -2.806 -3.963 1.336 0.0 0.4 -0.1 -1.24
H -3.666 -3.463 1.773 -0.1 -0.3 0.2 0.38
H -2.251 -4.507 2.101 0.0 -0.1 -0.1 0.35
H -3.141 -4.645 0.553 0.1 -0.2 0.1 0.34
C 2.951 2.743 -1.175 0.3 -0.2 0.1 -1.66
C 0.688 4.861 -1.037 0.7 0.3 -0.2 -1.43
H 3.549 1.830 -1.277 -0.3 0.3 0.1 0.36
H 3.434 3.391 -0.432 -0.1 0.0 -0.2 0.36
H 2.954 3.265 -2.139 0.0 0.0 0.2 0.44
H 0.212 5.473 -0.281 -0.2 0.1 0.1 0.38
H 0.194 5.063 -1.988 -0.1 0.1 0.0 0.31
H 1.728 5.170 -1.119 0.0 -0.1 0.0 0.42
H 1.672 -0.673 -0.684 1.1 1.8 0.2 0.48
H -2.568 3.127 -0.630 -0.7 1.9 1.2 0.44
C -1.601 0.543 -2.133 -2.7 -0.3 -4.3 -1.01
H -1.799 -0.526 -1.912 0.2 0.1 -1.1 0.29
H -0.662 0.816 -2.517 1.0 0.1 -1.1 0.32
H -2.540 1.118 -2.400 1.3 -0.7 0.0 0.33
O 0.174 -2.426 -3.674 1.1 0.4 0.1 -0.64
H 0.845 -2.163 -4.353 -0.8 -0.4 1.0 0.32
H 0.605 -2.290 -2.798 -0.2 -0.1 -1.2 0.35
C 2.384 0.986 2.742 0.0 0.3 -0.2 -0.61
S 0.740 0.385 3.194 0.5 0.3 0.4 0.30
C 1.071 -1.324 2.888 -0.1 -1.0 -0.2 -0.58
O -0.205 0.772 2.075 0.3 0.0 0.4 -0.38
H 2.457 0.863 1.652 0.1 0.1 0.3 0.04
H 3.178 0.416 3.254 -0.5 0.2 -0.1 0.41
H 2.457 2.039 3.047 -0.1 -0.3 -0.2 0.34
H 0.234 -1.918 3.300 0.4 0.3 -0.2 0.27
H 1.111 -1.453 1.786 0.2 0.1 0.7 -0.02
H 2.021 -1.615 3.371 -0.5 0.1 -0.2 0.45
```
Positions in Å, forces in eV/Å.

Properties
Frontier orbital gap (alpha / beta)   3.90 / 3.74 eV
E_tot   -1609.66050 a.u.
Total charge   +1
E_HOMO (alpha / beta)   -10.75 / -10.73 eV
ΔE to the lowest compared entry with this formula, charge and spin   4.741 eV